7 unconnected molecules or ions with the total composition C17H37FO26S6Si. Source: the OMol25 dataset; level of theory: ωB97M-V/def2-TZVPD.

Element x y z (Å)
C -2.102 -0.348 -3.277
Si -3.483 0.795 -2.602
C -3.068 2.648 -2.672
C -1.934 3.117 -1.673
C -2.267 4.595 -1.230
F -2.669 5.399 -2.338
C -5.005 0.521 -3.778
O -5.757 -0.666 -3.508
O -5.654 -1.032 -2.181
H -1.324 -0.567 -2.479
H -1.589 0.056 -4.186
H -2.521 -1.358 -3.562
H -3.743 0.379 -1.218
H -2.867 2.941 -3.741
H -4.005 3.210 -2.379
H -0.968 3.192 -2.247
H -1.808 2.433 -0.797
H -3.054 4.639 -0.438
H -1.365 5.113 -0.802
H -4.584 0.491 -4.823
H -5.619 1.468 -3.716
H -5.612 -2.006 -2.156
C 0.941 -3.274 -0.927
C 2.230 -2.492 -0.770
O 1.813 -1.124 -0.631
S 0.393 -1.077 0.127
O 0.623 -0.816 1.502
O -0.508 -0.302 -0.659
O 0.013 -2.644 -0.041
H 0.549 -3.194 -1.945
H 1.063 -4.324 -0.667
H 2.892 -2.607 -1.627
H 2.765 -2.783 0.145
C -1.390 4.525 -6.311
C -2.067 4.707 -7.656
O -1.634 3.592 -8.440
S -1.411 2.319 -7.471
O -2.578 1.508 -7.525
O -0.106 1.806 -7.695
O -1.420 3.117 -6.067
H -0.345 4.843 -6.347
H -1.904 5.061 -5.513
H -1.793 5.644 -8.137
H -3.155 4.652 -7.562
C 3.216 3.898 1.686
C 2.921 3.404 3.090
O 1.683 2.699 2.979
S 1.593 2.011 1.518
O 1.992 0.653 1.634
O 0.365 2.399 0.916
O 2.797 2.842 0.822
H 2.628 4.788 1.448
H 4.273 4.113 1.537
H 2.836 4.218 3.808
H 3.683 2.698 3.430
C 5.009 -3.873 3.926
C 6.282 -4.473 3.374
O 6.082 -4.523 1.956
S 5.154 -3.278 1.513
O 5.994 -2.235 1.037
O 4.058 -3.785 0.752
O 4.622 -2.869 2.977
H 4.217 -4.611 3.976
H 5.154 -3.430 4.910
H 6.482 -5.465 3.770
H 7.140 -3.824 3.570
C -5.847 3.559 0.233
C -7.303 3.433 0.634
O -7.356 3.913 1.980
S -6.247 5.071 2.174
O -6.884 6.333 2.030
O -5.447 4.741 3.300
O -5.398 4.779 0.831
H -5.252 2.739 0.642
H -5.718 3.595 -0.847
H -7.664 2.408 0.576
H -7.940 4.077 0.021
C 4.929 -8.133 7.760
C 5.513 -9.131 6.780
O 5.420 -8.489 5.505
S 5.588 -6.898 5.700
O 6.942 -6.556 5.426
O 4.487 -6.252 5.071
O 5.373 -6.854 7.296
H 3.837 -8.144 7.734
H 5.268 -8.307 8.779
H 4.973 -10.075 6.776
H 6.570 -9.318 6.988

HOMO-LUMO gap = 9.1 eV
total charge = 0
HOMO level = -8.97 eV
SMILES string = C[Si@@H](CCCF)COO.O=S1(=O)OCCO1.O=S1(=O)OCCO1.O=S1(=O)OCCO1.O=S1(=O)OCCO1.O=S1(=O)OCCO1.O=S1(=O)OCCO1


C5H6O in the gas phase. Source: the OMol25 dataset; level of theory: ωB97M-V/def2-TZVPD.

Element x y z (Å)
C -1.849 0.009 -0.433
C -0.515 0.668 -0.655
C 0.743 -0.014 -0.607
O 0.201 0.120 -1.833
C 1.785 -0.266 0.128
C 2.163 -0.540 1.354
H -2.294 0.270 0.532
H -1.785 -1.081 -0.513
H -2.512 0.373 -1.223
H 1.534 -1.208 1.931
H -0.477 1.748 -0.536
H 3.005 -0.078 1.856

HOMO-LUMO gap = 9.3 eV
total charge = 0
HOMO level = -8.79 eV
SMILES string = C=C=C1O[C@H]1C


15 unconnected molecules or ions with the total composition H30O15. Source: the OMol25 dataset; level of theory: ωB97M-V/def2-TZVPD.

Element x y z (Å)
H 0.520 0.028 -0.186
H -0.653 -0.869 0.269
H -4.386 -2.644 -1.314
H -4.495 -2.060 -2.665
H 1.146 0.796 3.528
H 0.789 0.071 2.224
H 1.385 2.016 -2.292
H 2.802 1.682 -1.680
H -2.071 1.798 -1.705
H -0.768 1.717 -0.858
H -2.903 -2.563 2.253
H -3.901 -2.956 3.363
H -0.614 3.836 -1.017
H -1.594 4.188 0.175
H 3.624 -0.691 -2.768
H 2.347 -1.464 -2.559
H 2.759 3.308 0.247
H 2.375 1.894 -0.148
H -1.723 3.046 3.317
H -0.440 3.075 2.343
H 4.229 -3.346 0.271
H 3.306 -4.180 1.128
H -1.681 -2.703 -2.456
H -2.113 -2.095 -1.287
H -3.339 2.858 -0.773
H -3.672 1.468 -1.405
H 4.345 -0.254 0.687
H 3.295 -1.222 0.696
H 1.212 -2.867 1.696
H 1.448 -1.655 0.643
O -0.276 -0.351 -0.536
O -5.091 -2.290 -1.952
O 0.417 0.270 3.085
O 2.051 2.331 -1.673
O -1.116 1.609 -1.696
O -3.743 -2.410 2.578
O -0.676 4.033 -0.142
O 2.954 -0.948 -2.137
O 2.060 2.671 0.397
O -1.246 2.535 2.641
O 3.312 -3.411 0.545
O -1.522 -2.786 -1.476
O -3.321 1.916 -0.590
O 4.167 -1.019 0.240
O 0.800 -2.364 0.989

HOMO-LUMO gap = 9.7 eV
total charge = 0
HOMO level = -9.66 eV


11 unconnected molecules or ions with the total composition C34H38F10O31. Source: the OMol25 dataset; level of theory: ωB97M-V/def2-TZVPD.

Element x y z (Å)
C -1.614 2.429 6.145
C -0.524 3.349 5.780
O 0.656 2.735 6.140
C 0.444 1.367 6.218
O 1.280 0.458 6.402
O -0.839 1.219 6.188
F -0.724 4.390 6.571
H -2.372 2.428 5.361
H -2.035 2.482 7.149
H -0.391 3.590 4.726
C -7.598 3.715 -0.640
C -8.656 3.965 0.359
O -7.849 4.443 1.456
C -6.753 5.084 0.909
O -5.946 5.814 1.416
O -6.723 4.748 -0.394
F -9.255 2.772 0.675
H -7.938 3.960 -1.646
H -7.293 2.679 -0.491
H -9.442 4.613 -0.030
C 8.552 6.500 -3.463
C 9.088 6.745 -2.074
O 8.314 5.837 -1.407
C 7.379 5.291 -2.202
O 6.758 4.250 -2.006
O 7.328 5.930 -3.328
F 8.750 8.028 -1.777
H 9.084 5.716 -4.002
H 8.464 7.361 -4.126
H 10.168 6.785 -1.936
C 2.113 -7.469 4.609
C 2.705 -8.318 3.479
O 1.573 -8.990 2.996
C 0.475 -8.639 3.634
O -0.608 -9.141 3.381
O 0.749 -7.628 4.497
F 3.623 -9.126 3.984
H 2.329 -6.405 4.511
H 2.399 -7.904 5.567
H 3.207 -7.809 2.656
C 3.242 10.199 0.386
C 3.340 9.284 1.608
O 2.437 8.226 1.234
C 1.733 8.590 0.215
O 0.943 7.812 -0.419
O 1.988 9.836 -0.156
F 2.835 9.962 2.647
H 3.923 9.778 -0.353
H 3.339 11.278 0.510
H 4.346 8.952 1.865
C 7.828 -0.017 5.890
C 7.768 -0.486 4.405
O 8.005 -1.817 4.588
C 8.507 -2.131 5.760
O 8.871 -3.203 6.083
O 8.639 -1.037 6.482
F 8.661 0.137 3.647
H 6.883 0.243 6.367
H 8.473 0.854 5.777
H 6.784 -0.208 4.027
C -0.196 2.708 -6.844
C -1.306 2.577 -7.871
O -0.509 1.911 -8.887
C 0.335 1.083 -8.237
O 1.057 0.261 -8.744
O 0.412 1.484 -6.973
F -1.592 3.815 -8.300
H -0.654 2.876 -5.870
H 0.520 3.511 -7.016
H -2.152 1.980 -7.530
C -0.283 0.492 -0.061
C 0.601 -0.621 -0.594
O -0.329 -1.490 -1.215
C -1.441 -0.849 -1.463
O -2.280 -1.273 -2.210
O -1.384 0.348 -0.990
F 1.201 -1.255 0.367
H 0.107 1.506 -0.152
H -0.578 0.405 0.984
H 1.254 -0.153 -1.330
C 3.737 -6.488 -6.768
C 4.859 -5.417 -6.498
O 5.735 -6.186 -5.690
C 5.043 -7.149 -5.034
O 5.348 -7.747 -4.053
O 3.911 -7.320 -5.668
F 4.383 -4.377 -5.729
H 3.904 -7.034 -7.696
H 2.772 -5.997 -6.893
H 5.370 -4.941 -7.335
C -9.319 -4.405 -5.437
C -8.087 -4.032 -6.318
O -8.316 -2.658 -6.517
C -9.127 -2.168 -5.610
O -9.352 -0.964 -5.366
O -9.670 -3.119 -4.901
F -8.139 -4.846 -7.398
H -9.064 -5.081 -4.621
H -10.020 -4.859 -6.136
H -7.155 -4.229 -5.789
C -5.346 -3.307 4.773
C -6.244 -3.498 5.990
C -6.410 -5.031 5.983
O -6.631 -5.385 4.584
C -5.751 -4.443 3.839
H -4.303 -3.439 5.060
H -5.311 -2.404 4.163
H -7.193 -2.994 5.806
H -5.858 -3.157 6.951
H -7.177 -5.415 6.655
H -5.590 -5.665 6.320
H -6.322 -4.090 2.981
H -4.889 -4.977 3.439

HOMO-LUMO gap = 9.2 eV
total charge = 0
HOMO level = -9.45 eV
SMILES string = O=C1OC[C@@H](F)O1.O=C1OC[C@@H](F)O1.O=C1OC[C@@H](F)O1.O=C1OC[C@@H](F)O1.O=C1OC[C@@H](F)O1.O=C1OC[C@@H](F)O1.O=C1OC[C@@H](F)O1.O=C1OC[C@@H](F)O1.O=C1OC[C@@H](F)O1.O=C1OC[C@@H](F)O1.C1CCOC1


8 unconnected molecules or ions with the total composition C28H74Br4N6O6. Source: the OMol25 dataset; level of theory: ωB97M-V/def2-TZVPD.

Element x y z (Å)
Br -2.494 -1.611 -7.160
C -2.272 -0.266 -5.715
C -1.005 0.551 -5.848
Br -1.014 1.770 -4.289
H -2.098 -0.875 -4.810
H -3.161 0.297 -5.564
H -1.073 1.126 -6.793
H -0.115 -0.048 -5.853
Br 1.666 0.233 2.404
C 0.673 1.318 1.169
C 0.809 0.687 -0.211
Br 2.489 1.076 -1.020
H 1.233 2.232 1.198
H -0.320 1.469 1.551
H -0.006 0.926 -0.871
H 0.738 -0.402 -0.112
C 0.829 -4.424 -2.686
C 0.656 -2.973 -3.165
C 1.775 -2.729 -4.136
O 3.084 -2.574 -3.539
C 3.844 -1.582 -4.178
N -0.645 -2.736 -3.734
H 0.894 -5.157 -3.470
H 0.057 -4.733 -1.981
H 1.746 -4.447 -2.047
H 0.884 -2.334 -2.290
H 1.475 -1.783 -4.652
H 1.840 -3.449 -4.988
H 4.827 -1.461 -3.705
H 3.353 -0.594 -4.103
H 3.947 -1.781 -5.210
H -1.039 -3.361 -4.390
H -1.363 -2.568 -3.037
C 1.546 -5.364 4.037
C 1.630 -3.877 3.568
C 2.603 -3.076 4.370
O 2.424 -3.114 5.787
C 1.237 -2.470 6.298
N 1.860 -3.685 2.116
H 0.535 -5.758 3.932
H 1.856 -5.413 5.122
H 2.195 -6.010 3.421
H 0.618 -3.519 3.736
H 2.570 -2.038 3.960
H 3.642 -3.488 4.272
H 0.898 -1.704 5.547
H 1.613 -1.944 7.206
H 0.418 -3.203 6.465
H 2.801 -4.008 1.877
H 1.971 -2.697 2.103
C -5.242 0.295 -2.962
C -3.849 0.103 -2.331
C -3.703 0.643 -0.907
O -3.943 2.025 -0.892
C -2.890 2.815 -1.395
N -3.549 -1.364 -2.429
H -5.282 -0.350 -3.834
H -5.431 1.334 -3.185
H -5.902 -0.133 -2.214
H -3.035 0.534 -2.919
H -2.608 0.465 -0.565
H -4.405 0.174 -0.226
H -2.106 2.175 -1.748
H -2.425 3.468 -0.646
H -3.326 3.347 -2.276
H -4.252 -1.917 -2.032
H -2.676 -1.530 -1.906
C -3.177 3.170 4.521
C -3.145 3.428 3.032
C -1.912 4.195 2.603
O -1.804 5.419 3.262
C -0.918 6.308 2.536
N -3.232 2.093 2.424
H -2.953 4.009 5.186
H -2.643 2.273 4.834
H -4.166 2.923 4.732
H -3.975 4.029 2.694
H -1.924 4.259 1.488
H -1.059 3.528 2.819
H -0.222 5.812 1.871
H -0.489 7.012 3.219
H -1.549 6.953 1.816
H -3.635 2.186 1.465
H -3.836 1.519 2.999
C -3.711 -2.530 1.610
C -2.510 -1.698 1.860
C -2.045 -1.827 3.313
O -3.003 -1.210 4.222
C -2.881 -1.626 5.550
N -1.427 -2.194 1.012
H -4.095 -2.372 0.602
H -4.458 -2.488 2.401
H -3.427 -3.595 1.633
H -2.808 -0.674 1.757
H -1.024 -1.334 3.469
H -2.015 -2.897 3.553
H -2.937 -2.748 5.680
H -3.676 -1.090 6.084
H -1.962 -1.294 6.026
H -0.536 -1.790 1.268
H -1.305 -3.224 1.016
C 6.755 2.796 -0.795
C 6.521 2.381 -2.235
C 5.642 3.398 -2.970
O 4.385 3.479 -2.383
C 3.507 4.425 -2.926
N 7.869 2.116 -2.875
H 5.856 3.299 -0.493
H 7.565 3.532 -0.492
H 6.914 1.912 -0.233
H 5.955 1.372 -2.189
H 5.540 3.058 -4.073
H 6.113 4.375 -3.069
H 2.455 4.172 -2.724
H 3.632 4.513 -3.986
H 3.689 5.431 -2.535
H 7.760 1.701 -3.766
H 8.296 3.004 -2.922

HOMO-LUMO gap = 9.4 eV
total charge = 0
HOMO level = -9.07 eV
SMILES string = COC[C@H](C)N.COC[C@H](C)N.COC[C@H](C)N.COC[C@H](C)N.COC[C@H](C)N.COC[C@H](C)N.BrCCBr.BrCCBr


A gas-phase ion, C4H7N2O (charge +1). Source: the OMol25 dataset; level of theory: ωB97M-V/def2-TZVPD.

Element x y z (Å)
C -1.228 -0.436 0.836
C -1.656 -2.492 -0.347
C -0.096 0.545 0.602
C 0.901 0.328 -0.221
N -1.079 -1.543 0.049
N 1.853 1.461 -0.587
O -2.067 -3.451 -0.831
H -2.173 0.298 0.658
H -0.062 1.429 1.235
H -1.365 -0.767 1.855
H 0.971 -0.435 -0.898
H 1.659 2.340 -0.306
H 1.525 1.446 -1.605
H 2.818 1.275 -0.441

HOMO-LUMO gap = 10.0 eV
total charge = +1
HOMO level = -13.87 eV
SMILES string = [NH3+]/C=C/CN=C=O